{
  "formula": "CH4P2",
  "method": "wB97M-V/def2-TZVPD",
  "elements": ["H", "H", "P", "C", "H", "P", "H"],
  "positions_angstrom": [[0.3423, -1.0353, 1.2278], [0.6971, -0.8945, -1.0605], [0.3495, 0.2611, 0.8272], [-0.0712, -0.1293, -0.8462], [-0.2031, 0.6369, -1.6611], [2.1071, 1.0633, 1.8503], [-0.7344, 0.9390, 1.2081]],
  "forces_ev_per_a": [[-0.099, -0.847, 1.062], [-0.485, 0.115, -0.646], [0.205, -0.321, -2.749], [1.368, 0.708, 0.206], [0.301, -0.669, 1.069], [-0.042, 0.129, -0.218], [-1.247, 0.886, 1.277]],
  "homo_ev": [-7.646, -7.692],
  "relative_energy_kcal_mol": 87.2
}